1.
{
  "formula": "CH7N6",
  "method": "ωB97M-V/def2-TZVPD",
  "elements": ["C", "N", "N", "N", "N", "N", "N", "H", "H", "H", "H", "H", "H", "H"],
  "positions_angstrom": [[-0.32, 1.17, 0.09], [0.18, 2.23, 0.49], [0.24, -1.91, -0.93], [-0.69, -1.16, -0.91], [-0.95, 1.09, -1.15], [-0.41, -0.06, 0.76], [0.69, -0.65, 1.26], [0.73, 2.52, 1.26], [0.56, -2.57, -1.69], [-1.28, 1.87, -1.70], [-1.82, 0.59, -1.06], [0.73, -1.12, 2.20], [1.54, -0.07, 1.41], [0.81, -1.93, -0.02]],
  "lowdin_charge": [-0.566, 0.215, 0.090, 0.160, 0.098, 0.062, 0.034, 0.071, 0.202, 0.119, 0.087, 0.159, 0.144, 0.126],
  "orbital_gap_ev": 8.460,
  "e_lumo_ev": -5.4,
  "relative_energy_ev": 5.3519,
  "charge": 1,
  "homo_ev": -13.890
}


2.
{
  "formula": "C6H3BrF2NO",
  "method": "ωB97M-V/def2-TZVPD",
  "elements": ["C", "C", "C", "C", "C", "C", "N", "O", "F", "F", "Br", "H", "H", "H"],
  "positions_angstrom": [[-0.12, -1.22, -0.06], [1.26, -1.18, -0.13], [1.15, 1.21, 0.07], [-0.96, -0.05, -0.02], [-0.23, 1.19, 0.02], [1.92, 0.06, 0.02], [-2.45, -0.23, -0.45], [-3.04, -1.28, -0.19], [-0.86, 2.42, 0.02], [-3.26, 1.00, 0.48], [3.79, 0.17, 0.22], [-0.52, -2.21, -0.03], [1.94, -2.04, -0.12], [1.39, 2.16, 0.17]],
  "lowdin_charge": [-0.048, -0.149, -0.094, -0.072, -0.181, -0.710, -0.165, -0.158, 0.028, -0.375, 0.679, 0.091, 0.093, 0.062],
  "orbital_gap_ev": [5.988, 5.988],
  "e_lumo_ev": [2.7, 2.7],
  "charge": -1,
  "homo_ev": [-3.284, -3.284]
}


Across the entries above, energy takes the values -370.39829; -3134.08802 hartree, respectively.